Record 1
Cl2HN3 | ωB97M-V/def2-TZVPD

Computed properties:
**Energy above the lowest of the compared OMol25 structures with the same formula, charge and spin**: 55.2 kcal/mol
**HOMO-LUMO gap (spin up / spin down)**: 8.435 / 8.451 eV
**HOMO level (spin up / spin down)**: -9.54 / -9.72 eV
**Energy**: -1085.023303 Ha

ORCA input file:
```
! RIJCOSX wB97M-V def2-TZVPD def2/J DEFGRID3
* xyz 0 1
N -0.493 0.332 1.105
N 1.350 1.597 -0.029
N -0.998 -0.218 0.254
Cl 2.203 0.391 -0.492
Cl -0.317 -2.011 -0.418
H -1.746 -0.090 -0.420
*
```

Record 2
C22H76N2O16 | ωB97M-V/def2-TZVPD

Computed properties:
**Energy above the lowest of the compared OMol25 structures with the same formula, charge and spin**: 4.3 kcal/mol
**HOMO-LUMO gap**: 8.917 eV
**HOMO level**: -8.96 eV
**Energy**: -2196.848436 Ha

ORCA input file:
```
! RIJCOSX wB97M-V def2-TZVPD def2/J DEFGRID3
* xyz 0 1
C -5.077 5.659 -4.324
C -4.867 5.467 -2.787
O -5.722 4.477 -2.236
H -4.686 4.838 -4.951
H -4.565 6.590 -4.610
H -6.117 5.823 -4.585
H -5.198 6.341 -2.325
H -3.837 5.207 -2.498
H -5.394 3.622 -2.537
C -13.416 0.119 -6.075
C -12.114 0.413 -5.397
O -11.564 1.625 -5.968
H -14.108 0.971 -5.927
H -13.739 -0.820 -5.615
H -13.280 -0.085 -7.115
H -11.449 -0.391 -5.574
H -12.325 0.579 -4.356
H -10.845 1.960 -5.388
C -7.457 7.189 -1.047
C -8.207 6.795 -2.286
O -9.190 7.810 -2.539
H -8.119 7.564 -0.250
H -6.725 7.938 -1.248
H -6.851 6.364 -0.676
H -8.655 5.835 -2.326
H -7.448 6.763 -3.087
H -9.856 7.500 -3.153
C -9.529 3.911 -6.743
C -8.506 4.880 -6.201
O -9.039 5.503 -5.010
H -9.641 3.149 -5.986
H -9.212 3.334 -7.635
H -10.484 4.382 -6.999
H -8.267 5.617 -6.895
H -7.544 4.407 -6.030
H -9.367 6.341 -5.294
C -6.071 8.836 -5.231
C -6.760 8.099 -6.342
O -8.115 8.014 -5.883
H -4.976 8.685 -5.247
H -6.409 8.649 -4.184
H -6.189 9.881 -5.389
H -6.260 7.131 -6.538
H -6.666 8.808 -7.210
H -8.539 8.814 -5.998
C -9.709 4.094 -9.932
C -8.260 3.730 -10.302
O -8.245 2.640 -11.236
H -10.302 4.290 -10.823
H -9.814 4.911 -9.243
H -10.203 3.233 -9.586
H -7.708 3.423 -9.415
H -7.786 4.572 -10.782
H -8.634 2.979 -12.013
C -8.521 2.343 -3.380
O -9.699 1.999 -3.977
N -8.044 3.524 -3.395
N -7.676 1.484 -2.954
H -8.446 4.310 -3.951
H -7.140 3.840 -3.016
H -7.901 0.573 -3.390
H -6.710 1.720 -2.852
C -7.532 7.177 -9.353
O -7.924 7.225 -10.709
H -7.673 6.223 -8.836
H -8.145 7.871 -8.775
H -6.513 7.531 -9.178
H -7.713 8.116 -11.045
C -10.763 7.548 -7.388
O -11.711 7.420 -8.392
H -11.206 7.195 -6.412
H -10.512 8.585 -7.382
H -9.856 7.017 -7.651
H -11.286 7.610 -9.211
C -7.750 0.919 -6.822
O -7.102 1.252 -8.021
H -7.924 1.776 -6.240
H -7.445 -0.089 -6.412
H -8.785 0.627 -7.062
H -7.644 0.900 -8.768
C -11.222 4.684 -2.652
O -12.368 4.436 -1.825
H -10.324 4.243 -2.174
H -11.062 5.727 -2.812
H -11.361 4.215 -3.628
H -12.883 3.738 -2.271
C -5.090 2.127 -4.693
O -4.888 1.997 -3.348
H -5.389 1.157 -5.076
H -4.215 2.381 -5.293
H -5.917 2.757 -4.957
H -4.124 1.449 -3.290
C -5.055 4.078 -7.720
O -4.910 5.395 -7.900
H -4.697 3.438 -8.558
H -6.067 3.793 -7.621
H -4.525 3.734 -6.849
H -3.943 5.553 -7.991
C -11.439 8.986 -4.023
O -11.721 7.576 -4.061
H -10.973 9.376 -3.050
H -12.429 9.425 -4.034
H -10.926 9.337 -4.916
H -12.409 7.310 -3.389
C -13.331 5.424 -6.202
O -13.710 6.144 -7.327
H -13.686 4.396 -6.142
H -13.644 5.969 -5.279
H -12.252 5.453 -6.286
H -12.904 6.569 -7.664
C -12.832 3.309 -8.686
O -13.858 4.104 -9.143
H -12.335 2.729 -9.487
H -13.154 2.664 -7.904
H -12.085 4.016 -8.267
H -13.995 4.716 -8.461
*
```

Per-record max |F|, eV/Å: 1.28; 7.86